# 1
12
Properties=species:S:1:pos:R:3:nbo_charge:R:1 method="wB97M-V/def2-TZVPD" spin_multiplicity=1 e_lumo_ev="-1.8748 / -3.8805" orbital_gap_ev="9.93 / 5.65" e_homo_ha="-0.4337 / -0.3504"
C 1.26182 -2.25841 -0.60501 0.18
C -1.57905 0.25311 0.05029 -0.76
C -0.24646 0.51500 -0.47836 0.54
C 0.92329 0.82916 0.36355 0.87
N 1.40901 -3.36372 -0.42421 -0.50
F -0.05205 0.83936 -1.72370 -0.26
F 2.07466 0.70308 -0.19736 -0.27
F 0.92689 0.01691 1.43406 -0.31
F 0.87955 2.09746 0.91766 -0.33
H -1.37203 0.19292 1.17010 0.27
H -1.81590 -0.77113 -0.31972 0.29
H -2.40973 0.94629 -0.18730 0.27

=====

# 2
82
Properties=species:S:1:pos:R:3:lowdin_charge:R:1 method="wB97M-V/def2-TZVPD" spin_multiplicity=1 charge=+3 e_lumo_ev=-11.2188 orbital_gap_ev=5.84 e_homo_ha=-0.6270
Pb 0.26580 -0.43053 -0.05456 1.51
C -3.02509 -1.24496 -4.59362 -0.13
C -2.02470 -0.16350 -4.24615 -0.12
N -1.27960 -0.54228 -3.02956 0.12
C -1.30840 -1.74141 -2.44870 -0.34
N -0.76335 -1.89754 -1.20261 -0.13
C -0.58071 -3.27928 -0.72104 -0.23
C -1.85180 -4.06327 -0.97384 -0.13
C -2.09208 -4.09338 -2.46892 -0.10
N -1.85795 -2.77200 -3.07830 0.00
C -2.34342 -2.59237 -4.46209 -0.10
H -3.38552 -1.10096 -5.61035 0.14
H -3.88869 -1.20385 -3.92725 0.13
H -2.51468 0.78813 -4.04825 0.13
H -1.31008 -0.02014 -5.05691 0.14
H -0.89016 0.22581 -2.50321 0.08
H -0.33891 -3.25543 0.34680 0.09
H 0.26190 -3.75446 -1.23534 0.13
H -2.68635 -3.58466 -0.45803 0.13
H -1.76119 -5.08057 -0.59551 0.14
H -3.12096 -4.37643 -2.68742 0.14
H -1.43795 -4.81844 -2.95698 0.15
H -3.03093 -3.40824 -4.66994 0.14
H -1.49987 -2.68080 -5.15038 0.15
F -1.07482 3.13849 -2.51043 0.26
B -1.71081 2.73887 -1.41688 -0.99
F -2.74417 1.90274 -1.54579 0.24
F -1.54906 3.39235 -0.26919 0.26
F -0.37974 1.28915 -1.01612 -0.37
C -1.32097 -1.74474 3.03342 -0.07
C -0.09456 -0.96303 3.51766 -0.67
C -0.39813 -0.41270 4.94163 -0.03
C 1.14523 -1.85250 3.54648 -0.06
P 0.13018 0.55090 2.49769 1.17
C -1.33477 1.50843 2.31555 -0.37
C -2.46618 0.99240 1.65738 -0.11
C -3.62624 1.73304 1.60787 -0.02
C -3.68328 2.98031 2.22949 0.02
C -2.56842 3.49892 2.87883 -0.01
C -1.38780 2.78016 2.91188 -0.06
C 1.70997 1.51020 2.55227 -0.66
C 1.55693 2.73112 1.62996 -0.05
C 1.98605 1.93383 4.01581 -0.04
C 2.88242 0.65080 2.05521 -0.07
H -1.41134 -2.63110 3.66277 0.12
H -1.22378 -2.09832 1.99920 0.05
H -2.24491 -1.17870 3.12904 0.09
H -0.62524 -1.27478 5.57183 0.12
H -1.27063 0.24064 4.95181 0.10
H 0.45154 0.10134 5.38571 0.08
H 0.90909 -2.73519 4.14254 0.12
H 2.00107 -1.36903 4.01369 0.09
H 1.43291 -2.20913 2.55132 0.08
H -2.43933 0.02967 1.15728 0.09
H -4.48833 1.34957 1.07973 0.13
H -4.60052 3.55339 2.19570 0.14
H -2.61385 4.47154 3.34958 0.14
H -0.53343 3.20373 3.41736 0.10
H 0.85659 3.47559 1.99840 0.09
H 1.24089 2.45550 0.62135 0.06
H 2.53877 3.20175 1.55649 0.12
H 1.14587 2.42002 4.50588 0.09
H 2.80781 2.65174 3.98794 0.12
H 2.30983 1.08924 4.62284 0.09
H 2.83701 0.48027 0.97465 0.05
H 2.99366 -0.30090 2.56888 0.07
H 3.79371 1.22356 2.23546 0.12
N 3.57303 3.27457 -3.40127 0.20
C 4.35518 2.31194 -2.86753 -0.50
O 5.50971 2.43404 -2.53940 0.13
C 3.70429 0.96981 -2.58600 -0.08
C 4.41701 -0.19195 -2.87030 0.08
C 3.90377 -1.42092 -2.48345 0.02
C 2.72766 -1.45006 -1.76269 -0.10
N 2.05650 -0.32522 -1.46509 -0.10
C 2.52084 0.86804 -1.88594 -0.06
H 4.01410 4.15549 -3.62368 0.14
H 2.70985 3.05963 -3.86929 0.12
H 5.37272 -0.11630 -3.37445 0.15
H 4.42144 -2.34324 -2.70616 0.14
H 2.30821 -2.38432 -1.41023 0.11
H 1.93114 1.73996 -1.63456 0.12

=====

# 3
178
Properties=species:S:1:pos:R:3:lowdin_charge:R:1 method="wB97M-V/def2-TZVPD" spin_multiplicity=1 e_lumo_ev=-2.4024 orbital_gap_ev=6.79 e_homo_ha=-0.3378
C 3.85875 -17.84058 -6.11280 0.02
C 4.94674 -17.13588 -5.89255 0.01
C 6.16199 -17.19103 -6.73055 -0.36
O 7.16201 -16.50085 -6.49834 0.09
C 6.07174 -18.10948 -7.90914 0.05
C 5.02597 -18.97952 -7.95977 0.03
C 3.87420 -18.94105 -7.09219 -0.39
O 3.04104 -19.83191 -7.10263 0.09
H 2.92159 -17.67163 -5.60330 0.13
H 4.87410 -16.34198 -5.16395 0.12
H 6.91635 -17.98694 -8.57098 0.10
H 4.98787 -19.77644 -8.68769 0.11
C 8.35427 -20.80525 -16.36209 0.04
C 9.27003 -21.01020 -17.36653 0.01
C 8.96689 -21.30032 -18.72859 -0.37
O 9.77929 -21.56873 -19.59697 0.12
C 7.44403 -21.38871 -18.95051 0.05
C 6.55516 -21.06425 -17.98877 0.00
C 6.89647 -20.70984 -16.61423 -0.31
O 6.06307 -20.36870 -15.71545 0.06
H 8.82237 -20.68900 -15.39577 0.09
H 10.29875 -21.05268 -17.04046 0.12
H 7.08820 -21.62455 -19.94256 0.12
H 5.52900 -21.11150 -18.32216 0.11
C 3.63917 -18.63545 -16.19241 0.01
C 4.11852 -17.54214 -16.77351 0.00
C 3.55773 -16.91784 -17.95598 -0.38
O 4.09309 -16.01824 -18.58273 0.10
C 2.28395 -17.59926 -18.42584 0.03
C 1.78403 -18.67178 -17.78608 0.03
C 2.46709 -19.42380 -16.66523 -0.34
O 2.26740 -20.53513 -16.24739 0.11
H 4.09271 -18.87738 -15.24258 0.08
H 5.03205 -17.11591 -16.38597 0.12
H 1.79395 -17.29204 -19.33793 0.12
H 0.92533 -19.13232 -18.25185 0.11
C 1.85879 -22.99782 -7.44006 0.02
C 2.12776 -23.08562 -6.13571 0.01
C 1.76822 -24.23398 -5.22524 -0.36
O 2.05599 -24.24957 -4.04080 0.11
C 0.99169 -25.28350 -5.96015 0.03
C 0.68687 -25.10842 -7.25633 0.01
C 1.19384 -24.08125 -8.18127 -0.39
O 1.02150 -24.19255 -9.37661 0.10
H 2.08783 -22.13911 -8.05370 0.10
H 2.63698 -22.28657 -5.61743 0.11
H 0.54812 -26.09060 -5.39603 0.12
H 0.08556 -25.87311 -7.72545 0.12
C 0.61986 -18.41796 -9.43686 -0.17
C -0.13084 -19.40882 -8.55406 -0.15
C -0.87461 -20.39229 -9.52014 -0.15
O -1.10297 -19.53626 -10.64216 -0.18
C -0.41919 -18.25131 -10.56675 -0.18
H 1.48657 -18.73771 -10.01536 0.09
H 0.94336 -17.52947 -8.89460 0.11
H -0.82902 -18.76199 -8.02279 0.11
H 0.38944 -19.71248 -7.64566 0.09
H -1.88395 -20.70509 -9.25278 0.12
H -0.24000 -21.18249 -9.92135 0.10
H -1.12520 -17.46364 -10.30364 0.11
H 0.00772 -17.99049 -11.53517 0.11
C 6.83695 -22.91117 -6.25285 -0.13
C 7.65323 -22.03581 -7.22392 -0.14
C 6.97049 -22.16663 -8.57212 -0.21
O 5.70858 -22.71585 -8.27554 -0.18
C 5.38917 -22.80987 -6.85423 -0.15
H 6.74072 -22.46930 -5.26110 0.10
H 7.25343 -23.89611 -6.04181 0.11
H 8.71438 -22.27436 -7.29569 0.11
H 7.50399 -20.99524 -6.93578 0.10
H 7.54615 -22.79154 -9.25491 0.12
H 6.76080 -21.22461 -9.07878 0.09
H 4.71383 -23.57823 -6.47787 0.10
H 4.91593 -21.87965 -6.53986 0.09
C 0.19968 -26.28842 -13.52021 -0.16
C 1.47324 -25.96662 -12.78626 -0.15
C 2.50689 -26.67542 -13.67900 -0.20
O 2.03377 -26.40219 -14.99201 -0.15
C 0.65165 -26.50892 -14.97064 -0.21
H -0.60250 -25.56072 -13.39750 0.10
H -0.28169 -27.18482 -13.12927 0.11
H 1.48964 -26.36598 -11.77218 0.11
H 1.75611 -24.91533 -12.73251 0.11
H 2.67558 -27.73478 -13.48558 0.12
H 3.51537 -26.31623 -13.47396 0.08
H 0.25947 -27.44357 -15.37153 0.12
H 0.39206 -25.71327 -15.66896 0.10
C 9.03173 -18.29001 -12.04486 -0.19
C 8.82406 -19.65671 -12.54159 -0.19
C 7.85104 -20.22046 -11.50993 -0.18
O 7.98793 -19.42121 -10.31469 -0.19
C 9.00640 -18.35948 -10.48645 -0.12
H 8.24060 -17.65435 -12.44255 0.11
H 10.00462 -17.93309 -12.38279 0.11
H 9.76608 -20.19891 -12.62352 0.11
H 8.33007 -19.59909 -13.51151 0.10
H 7.99773 -21.29969 -11.46702 0.10
H 6.82721 -20.02431 -11.82835 0.11
H 9.96554 -18.68997 -10.08780 0.11
H 8.70180 -17.42908 -10.00719 0.11
C 3.54906 -23.94937 -16.68669 -0.17
C 4.05003 -23.96963 -18.14839 -0.13
C 5.53902 -24.55164 -18.12944 -0.13
O 5.66990 -24.90183 -16.73308 -0.15
C 4.39835 -24.97913 -16.07537 -0.22
H 2.46297 -24.03385 -16.64966 0.10
H 3.56555 -22.98730 -16.17457 0.09
H 3.95933 -23.05327 -18.73159 0.09
H 3.42733 -24.61021 -18.77287 0.10
H 6.26608 -23.76277 -18.32222 0.08
H 5.64689 -25.43581 -18.75771 0.11
H 4.44997 -24.77856 -15.00523 0.11
H 3.92835 -25.95664 -16.18355 0.11
C 9.84656 -23.70551 -13.87918 -0.19
C 8.75515 -24.15293 -14.87397 -0.13
C 7.43040 -24.11880 -14.00246 -0.17
O 7.92510 -23.92626 -12.67422 -0.16
C 9.36195 -24.14935 -12.54210 -0.18
H 9.95301 -22.62143 -13.91832 0.09
H 10.80287 -24.13143 -14.18277 0.11
H 8.95849 -25.18133 -15.17254 0.10
H 8.79536 -23.63897 -15.83434 0.09
H 6.95776 -25.09075 -14.14403 0.10
H 6.71104 -23.35793 -14.30527 0.10
H 9.71608 -25.16490 -12.36505 0.12
H 9.75498 -23.49561 -11.76348 0.12
C -0.04568 -22.07268 -13.45993 -0.13
C 0.14301 -22.61396 -14.91691 -0.12
C -0.76907 -21.61464 -15.75418 -0.21
O -1.11003 -20.56631 -14.89105 -0.14
C -0.21141 -20.58007 -13.73502 -0.16
H 0.88051 -22.19722 -12.89889 0.08
H -0.86972 -22.51292 -12.89846 0.12
H -0.25304 -23.61580 -15.08293 0.08
H 1.14344 -22.62672 -15.34945 0.07
H -1.62661 -22.17413 -16.12797 0.11
H -0.23120 -21.16908 -16.59101 0.09
H -0.56529 -19.99391 -12.88692 0.10
H 0.76657 -20.15347 -13.95787 0.10
C 3.78251 -17.03594 -11.75605 -0.15
C 5.13008 -16.43214 -11.49578 -0.19
C 4.88845 -15.40846 -10.42900 -0.18
O 3.53620 -14.96581 -10.65098 -0.12
C 2.78923 -15.85323 -11.46329 -0.17
H 3.70322 -17.81766 -11.00060 0.09
H 3.65000 -17.53345 -12.71680 0.10
H 5.54170 -15.87786 -12.33925 0.11
H 5.84692 -17.20091 -11.20730 0.10
H 5.63986 -14.63885 -10.25241 0.13
H 4.88150 -15.99486 -9.51020 0.10
H 2.37283 -15.44537 -12.38436 0.11
H 1.91966 -16.26747 -10.95306 0.09
C 4.66725 -25.42329 -9.97480 -0.20
C 5.03521 -26.30276 -11.11933 -0.16
C 6.14747 -27.16108 -10.48757 -0.17
O 5.71701 -27.34301 -9.12464 -0.13
C 4.83020 -26.29395 -8.74164 -0.19
H 3.65238 -25.02642 -10.00023 0.10
H 5.22780 -24.48938 -9.93340 0.09
H 5.30707 -25.75616 -12.02235 0.10
H 4.31749 -27.08010 -11.38146 0.11
H 7.10208 -26.63512 -10.47444 0.11
H 6.25092 -28.15916 -10.91328 0.12
H 5.24002 -25.56061 -8.04711 0.10
H 3.82697 -26.59909 -8.44413 0.12
C 4.07547 -21.73346 -13.16618 -0.15
C 4.30246 -22.23115 -11.73861 -0.13
C 3.37889 -21.34750 -11.00636 -0.20
O 3.42038 -20.11825 -11.70540 -0.13
C 3.87688 -20.27207 -13.01333 -0.25
H 3.17718 -22.18892 -13.58300 0.11
H 4.95123 -21.83176 -13.80762 0.09
H 5.35982 -22.13601 -11.49155 0.11
H 3.97021 -23.26857 -11.69979 0.10
H 3.50606 -21.22168 -9.93114 0.10
H 2.34771 -21.69949 -10.97688 0.11
H 4.84203 -19.79583 -13.18594 0.11
H 3.14445 -19.92419 -13.74177 0.09